1.
A 2-piece molecular cluster, C2H2N2O overall, computed with the ωB97M-V functional and the def2-TZVPD basis.

Computed properties:
Gap between HOMO and LUMO: 0.407 hartree
Highest occupied orbital energy: -10.57 eV
Relative energy (zero: lowest compared OMol25 entry of this formula, charge and spin): 51.7 kcal per mole

```
! RIJCOSX wB97M-V def2-TZVPD def2/J DEFGRID3
* xyz 0 1
O -2.212 -0.701 0.652
N 1.230 0.688 0.480
N -0.268 -0.399 -0.585
C -1.309 -0.604 -0.028
C 2.185 0.643 -0.183
H -0.241 -0.486 -1.580
H 0.616 0.859 1.245
*
```

***

2.
One molecule with the formula C24H31N5O6S2, computed with the ωB97M-V functional and the def2-TZVPD basis.

Computed properties:
SMILES: CCOC(=O)N1CCN(S(=O)(=O)c2ccc(C(=O)Nc3sc4c(c3C(N)=O)CCN(CC)C4)cc2)CC1
Gap between HOMO and LUMO: 0.291 hartree
Highest occupied orbital energy: -8.08 eV
Relative energy (zero: lowest compared OMol25 entry of this formula, charge and spin): 6.5 kcal per mole

```
! RIJCOSX wB97M-V def2-TZVPD def2/J DEFGRID3
* xyz 0 1
S -4.282 1.986 -0.285
S 2.570 -3.875 -0.032
O 2.343 -4.863 -1.041
O 3.822 -3.176 0.007
O 5.847 -5.523 0.184
O -3.094 -0.232 -0.060
O -0.065 3.443 -0.909
O 6.040 -3.885 1.731
N 4.543 -5.530 2.036
N 2.182 -4.561 1.456
N -1.651 1.438 -0.464
N -6.303 5.446 -1.004
N -0.856 5.449 -1.487
C 8.372 -3.913 0.988
C 3.973 -4.777 3.128
C -0.041 -3.089 -0.268
C -3.642 4.461 -0.758
C -0.783 -0.798 -0.183
C -1.040 4.182 -1.058
C -3.840 5.938 -0.947
C -2.629 2.389 -0.527
C -4.711 3.657 -0.507
C 0.535 -0.374 -0.023
C -6.438 5.377 -2.452
C 1.261 -2.653 -0.113
C 5.493 -4.996 1.208
C -6.125 4.138 -0.398
C -2.408 3.731 -0.792
C 2.802 -3.923 2.600
C 1.556 -1.309 0.013
C 7.010 -3.239 0.908
C 3.652 -6.536 1.490
C -1.063 -2.161 -0.299
C -5.268 6.338 -0.524
C -6.831 6.720 -3.057
C 2.204 -6.007 1.502
C -1.940 0.134 -0.223
H 3.167 -2.953 2.261
H -0.715 1.835 -0.623
H 3.981 -6.734 0.468
H -5.330 6.333 0.567
H 3.732 -7.456 2.081
H 6.640 -3.236 -0.122
H 7.053 -2.215 1.287
H -3.691 6.205 -2.000
H 9.091 -3.351 0.399
H -6.404 4.218 0.661
H 1.667 -6.365 0.625
H -6.808 3.423 -0.862
H 8.304 -4.923 0.594
H 1.671 -6.317 2.405
H -7.657 7.147 -2.495
H 0.778 0.672 0.087
H -5.527 4.998 -2.944
H -7.145 6.576 -4.087
H -2.093 -2.463 -0.414
H -3.130 6.502 -0.337
H 8.712 -3.956 2.021
H -1.614 6.059 -1.724
H 2.046 -3.770 3.379
H 0.087 5.730 -1.700
H 2.587 -1.013 0.128
H -7.239 4.660 -2.653
H -5.485 7.351 -0.866
H -0.230 -4.145 -0.371
H 3.618 -5.496 3.872
H -6.002 7.423 -3.052
H 4.740 -4.148 3.574
*
```

***

3.
A 8-piece molecular cluster, H18NO7 overall, computed with the ωB97M-V functional and the def2-TZVPD basis.

Computed properties:
Gap between HOMO and LUMO: 0.395 hartree
Highest occupied orbital energy: -13.79 eV
Relative energy (zero: lowest compared OMol25 entry of this formula, charge and spin): 33.1 kcal per mole

```
! RIJCOSX wB97M-V def2-TZVPD def2/J DEFGRID3
* xyz 1 1
O -0.654 -1.264 -2.065
O 0.676 1.461 1.177
O -1.889 0.512 1.156
O 1.631 -0.502 -0.443
O 1.175 1.674 -2.615
O 2.023 3.349 -0.817
O -1.830 -2.661 2.610
N -0.396 -2.252 0.365
H -2.549 0.801 1.793
H 1.541 4.192 -0.824
H -0.810 -1.327 0.320
H -0.074 -0.497 -1.907
H 1.505 2.376 -1.978
H -1.817 -3.385 3.245
H 1.516 0.133 0.284
H 2.121 0.021 -1.092
H 0.580 -2.222 0.667
H 1.131 1.680 1.999
H -0.980 -2.943 0.836
H -2.515 -2.084 2.969
H -0.783 -1.304 -3.013
H 1.600 1.864 -3.445
H 1.445 2.804 -0.263
H -2.112 0.836 0.266
H -0.291 1.382 1.349
H -0.244 -2.641 -0.574
*
```

***

4.
A 2-piece molecular cluster, C4H11NOS overall, computed with the ωB97M-V functional and the def2-TZVPD basis.

Computed properties:
SMILES: CC(N)=O.CSC
Gap between HOMO and LUMO: 0.325 hartree
Highest occupied orbital energy: -8.13 eV
Relative energy (zero: lowest compared OMol25 entry of this formula, charge and spin): 10.9 kcal per mole

```
! RIJCOSX wB97M-V def2-TZVPD def2/J DEFGRID3
* xyz 0 1
S 3.147 0.421 0.416
O -0.489 -1.285 -1.014
N -2.449 -0.349 -1.616
C -1.809 -0.299 0.725
C -1.491 -0.674 -0.691
C 1.964 -0.746 1.159
C 1.940 1.497 -0.416
H 1.340 -1.260 0.436
H 1.804 2.422 0.137
H -2.732 0.266 0.811
H 0.976 1.039 -0.613
H -1.010 0.170 1.218
H -2.252 -0.510 -2.587
H 1.368 -0.118 1.823
H 2.421 -1.518 1.779
H 2.388 1.727 -1.361
H -2.080 -1.230 1.230
H -3.036 0.448 -1.437
*
```

***

5.
A 10-piece molecular cluster, C5H32N2O9S overall, computed with the ωB97M-V functional and the def2-TZVPD basis.

Computed properties:
Gap between HOMO and LUMO (alpha / beta): 0.387 / 0.160 hartree
<S²>: 0.759
Highest occupied orbital energy (alpha / beta): -13.20 / -12.87 eV
Relative energy (zero: lowest compared OMol25 entry of this formula, charge and spin): 0.0 kcal per mole

```
! RIJCOSX wB97M-V def2-TZVPD def2/J DEFGRID3
* xyz 1 2
S -0.218 -2.511 -0.057
O 0.100 -1.455 4.598
O 2.958 -3.114 -2.229
O 1.096 0.379 2.863
O -1.667 3.843 0.776
O 1.012 3.000 1.247
O 3.032 -1.611 0.443
O 2.827 1.011 0.622
O -2.582 -2.132 3.198
O 1.980 -0.689 -3.541
N -3.364 -0.524 0.989
N -1.341 1.028 -1.691
C 0.487 1.983 -3.079
C -1.650 -0.153 -0.771
C 0.086 1.188 -1.824
C -1.125 -1.503 -1.351
C -3.181 -0.184 -0.451
H 2.707 -2.543 -1.501
H 2.421 -0.676 -2.672
H -1.774 0.728 -2.582
H -0.416 -1.239 -2.139
H 0.758 -0.236 3.537
H 3.064 -0.657 0.799
H 0.367 -2.333 4.846
H -2.868 0.202 1.580
H -0.342 2.584 -3.428
H -2.611 -2.037 2.219
H 1.190 -0.288 2.173
H -4.303 -0.517 1.289
H -2.489 3.338 0.799
H 2.324 -1.473 -4.001
H 0.763 -1.686 0.273
H 1.125 2.463 2.044
H 0.423 1.792 -0.905
H 0.268 -0.751 5.228
H 2.137 -3.563 -2.455
H 3.353 1.253 1.401
H 0.639 0.288 -1.742
H 0.849 1.318 -3.868
H -1.730 -1.795 3.445
H -3.780 -0.875 -1.049
H -1.152 3.376 0.117
H 1.369 2.556 -2.952
H -3.729 0.734 -0.679
H -1.939 -2.079 -1.740
H -1.191 0.145 0.195
H 1.980 1.474 0.698
H 0.227 3.522 1.282
H 3.910 -1.580 0.042
*
```

***

6.
A 2-piece molecular cluster, CN5O overall, computed with the ωB97M-V functional and the def2-TZVPD basis.

Computed properties:
Gap between HOMO and LUMO: 0.403 hartree
Highest occupied orbital energy: -17.62 eV
Relative energy (zero: lowest compared OMol25 entry of this formula, charge and spin): 5.1 kcal per mole

```
! RIJCOSX wB97M-V def2-TZVPD def2/J DEFGRID3
* xyz 1 1
O -3.007 -2.059 1.527
N 2.770 1.752 -1.403
N 3.537 2.424 -1.801
N -0.305 -0.234 0.244
N -1.367 -0.811 0.412
N 0.565 0.421 0.022
C -2.194 -1.493 0.999
*
```

***

7.
An isolated ion of composition C2H7N2O and charge +1, computed with the ωB97M-V functional and the def2-TZVPD basis.

Computed properties:
SMILES: NC(=O)C[NH3+]
Gap between HOMO and LUMO: 0.415 hartree
Highest occupied orbital energy: -15.14 eV
Relative energy (zero: lowest compared OMol25 entry of this formula, charge and spin): 28.9 kcal per mole

```
! RIJCOSX wB97M-V def2-TZVPD def2/J DEFGRID3
* xyz 1 1
O 0.493 0.786 -1.521
N 1.243 -1.318 -0.765
N -0.868 1.185 0.708
C 0.524 -0.190 -0.812
C -0.522 -0.211 0.346
H 1.925 -1.805 -0.014
H -0.413 1.378 1.676
H 1.512 -1.519 -1.743
H -1.853 1.365 0.774
H -0.498 1.798 0.046
H -0.154 -0.696 1.210
H -1.389 -0.773 0.095
*
```

***

8.
One molecule with the formula C3H11N3, computed with the ωB97M-V functional and the def2-TZVPD basis.

Computed properties:
SMILES: NCCNCN
Gap between HOMO and LUMO: 0.372 hartree
Highest occupied orbital energy: -9.02 eV
Relative energy (zero: lowest compared OMol25 entry of this formula, charge and spin): 21.8 kcal per mole

```
! RIJCOSX wB97M-V def2-TZVPD def2/J DEFGRID3
* xyz 0 1
N -1.615 0.413 1.705
N -0.042 0.003 -0.642
N 0.556 -1.480 -2.603
C 0.602 0.544 0.527
C -0.429 1.309 1.385
C 0.929 -0.956 -1.293
H 1.416 1.263 0.237
H 0.161 -0.725 -3.174
H 1.838 -0.321 -1.505
H -2.406 0.981 1.992
H -1.439 -0.300 2.414
H 0.133 1.644 2.237
H 1.157 -1.734 -0.559
H -0.887 2.139 0.821
H 1.118 -0.174 1.203
H -0.828 -0.538 -0.297
H -0.265 -2.070 -2.449
*
```